A structure of composition C9H22N3O4Rb, computed with ωB97M-V with the def2-TZVPD basis set.

Output
**Frontier orbital gap**: 0.217 Eh
**Relative energy (zero: lowest compared OMol25 entry of this formula, charge and spin)**: 150.1 kJ/mol
**HOMO energy**: -5.833 eV

```
! wB97M-V def2-TZVPD RIJCOSX def2/J DEFGRID3
* xyz 0 1
Rb -0.574 0.357 -3.004
O -2.805 -1.523 -2.876
H -3.323 -0.752 -2.575
C 0.564 2.654 -0.107
O 0.929 1.823 -0.938
N 1.273 2.997 1.038
C 0.798 4.096 1.869
C 2.681 2.384 1.218
H -0.485 2.972 -0.016
H -0.275 4.244 1.747
H 1.358 5.017 1.703
H 0.748 3.676 2.874
H 3.539 3.037 1.061
H 2.880 2.278 2.284
H 2.750 1.376 0.809
C -3.155 1.254 -0.316
O -2.281 1.655 -1.121
N -2.982 0.153 0.408
C -3.806 -0.189 1.561
C -1.896 -0.787 0.187
H -4.089 1.779 -0.063
H -3.262 0.220 2.413
H -3.713 -1.244 1.816
H -4.874 0.031 1.548
H -1.643 -1.421 1.037
H -2.097 -1.575 -0.539
H -1.007 -0.240 -0.127
C 1.428 -3.039 -2.425
O 0.942 -2.206 -3.117
N 1.961 -2.966 -1.146
C 2.720 -3.977 -0.511
C 1.904 -1.634 -0.406
H 1.417 -4.100 -2.722
H 2.368 -3.945 0.520
H 3.782 -3.788 -0.356
H 2.497 -4.941 -0.968
H 2.801 -1.302 0.116
H 1.835 -0.876 -1.187
H 1.092 -1.498 0.309
*
```



A cluster of 2 separate species, C9H22NOPS in total, computed with ωB97M-V with the def2-TZVPD basis set.

Output
**Frontier orbital gap**: 0.232 Eh
**Relative energy (zero: lowest compared OMol25 entry of this formula, charge and spin)**: 343.2 kJ/mol
**HOMO energy**: -7.619 eV

```
! wB97M-V def2-TZVPD RIJCOSX def2/J DEFGRID3
* xyz 0 1
C 2.359 -1.309 -0.458
C 2.144 1.149 -0.658
C 3.760 0.192 0.867
C -1.420 2.177 -0.730
C -3.343 0.554 -0.221
C -1.642 1.210 1.586
C -1.942 -3.317 -0.580
C 2.416 -0.005 0.225
C -1.899 1.037 0.131
N 1.503 0.116 1.342
O -1.070 -0.764 -1.739
P -0.936 -0.471 -0.279
S -1.678 -2.090 0.792
H 3.245 -1.348 -1.131
H 2.456 -2.081 0.205
H 1.390 -1.417 -1.008
H 3.010 1.178 -1.398
H 1.930 2.099 -0.072
H 1.383 0.821 -1.432
H 3.755 1.035 1.477
H 4.012 -0.722 1.455
H 4.515 0.191 0.125
H -1.443 1.786 -1.784
H -1.890 3.085 -0.693
H -0.349 2.407 -0.502
H -3.674 -0.194 0.385
H -3.394 0.253 -1.242
H -3.927 1.457 -0.079
H -0.585 1.508 1.922
H -2.282 2.051 1.879
H -1.952 0.294 2.038
H -1.663 -4.221 -0.278
H -1.416 -2.770 -1.347
H -3.043 -3.181 -0.682
H 1.669 -0.710 1.883
*
```



A structure of composition C9H23Ba2CuNO6P, computed with ωB97M-V with the def2-TZVPD basis set.

Output
**Frontier orbital gap**: 0.092 Eh
**Relative energy (zero: lowest compared OMol25 entry of this formula, charge and spin)**: 531.7 kJ/mol
**HOMO energy**: -18.650 eV

```
! wB97M-V def2-TZVPD RIJCOSX def2/J DEFGRID3
* xyz 4 1
Cu -0.716 1.462 -3.910
Ba 1.112 -2.044 -3.710
Ba -2.253 -1.321 -5.616
O -1.066 -0.763 -3.215
H -1.202 -0.567 -2.267
C -3.562 -0.726 1.343
O -3.376 -1.720 2.060
N -3.416 -0.679 0.075
C -3.744 0.539 -0.574
C -3.185 -1.901 -0.762
H -3.770 0.266 1.772
H -3.912 1.345 0.139
H -4.639 0.374 -1.174
H -3.068 0.816 -1.384
H -2.815 -1.828 -1.785
H -2.522 -2.546 -0.186
H -4.128 -2.449 -0.750
C -0.052 3.102 0.905
C 0.727 2.735 -0.373
O 0.520 1.433 -0.875
P 1.458 0.221 -0.285
O 1.505 -1.067 -1.069
O 2.988 0.876 -0.038
C 4.048 0.056 0.435
C 5.352 0.606 1.116
O 0.990 -0.050 1.333
C 0.001 -1.081 1.543
C 0.789 -2.288 1.886
H -1.104 2.828 0.988
H 0.444 2.819 1.833
H -0.102 4.191 0.903
H 0.530 3.461 -1.162
H 1.813 2.806 -0.309
H 3.589 -0.755 1.000
H 4.309 -0.363 -0.537
H 5.184 1.473 1.755
H 5.675 -0.220 1.749
H 6.120 0.765 0.359
H -0.635 -0.756 2.367
H -0.593 -1.102 0.629
H 1.382 -2.646 1.045
H 1.278 -2.213 2.858
H 0.047 -3.087 1.885
*
```



A structure of composition C9H23KN3O, computed with ωB97M-V with the def2-TZVPD basis set.

Output
**Frontier orbital gap**: 0.359 Eh
**Relative energy (zero: lowest compared OMol25 entry of this formula, charge and spin)**: 83.0 kJ/mol
**HOMO energy**: -12.350 eV

```
! wB97M-V def2-TZVPD RIJCOSX def2/J DEFGRID3
* xyz 1 1
K -0.892 -0.160 0.715
C -1.273 -3.339 0.694
N -1.209 -2.272 -0.298
C -2.478 -2.221 -1.010
C -0.115 -2.488 -1.244
C 1.257 -2.143 -0.675
N 1.406 -0.737 -0.288
C 1.605 0.098 -1.470
C 2.578 -0.600 0.569
H -1.446 -4.316 0.218
H -2.098 -3.150 1.383
H -0.350 -3.390 1.268
H -2.679 -3.166 -1.530
H -2.467 -1.413 -1.738
H -3.288 -2.042 -0.306
H -0.304 -1.874 -2.127
H -0.085 -3.539 -1.571
H 2.010 -2.417 -1.431
H 1.444 -2.758 0.207
H 2.504 -0.207 -2.028
H 1.737 1.140 -1.174
H 0.743 0.041 -2.132
H 3.493 -0.914 0.052
H 2.461 -1.206 1.464
H 2.707 0.438 0.866
C -0.427 4.945 0.981
N -0.549 3.506 0.876
C 0.390 2.645 1.563
C -1.522 2.943 0.171
O -1.677 1.733 0.065
H 0.428 5.194 1.603
H -1.320 5.375 1.435
H -0.279 5.390 -0.003
H 1.130 3.236 2.094
H 0.902 2.008 0.839
H -0.135 2.011 2.287
H -2.201 3.649 -0.326
*
```



A structure of composition C9H23N3O5Sr2, computed with ωB97M-V with the def2-TZVPD basis set.

Output
**Frontier orbital gap (alpha / beta)**: 0.147 / 0.290 Eh
**HOMO energy (alpha / beta)**: -6.681 / -10.564 eV

```
! wB97M-V def2-TZVPD RIJCOSX def2/J DEFGRID3
* xyz 1 2
Sr 1.235 3.418 0.738
Sr -2.584 3.193 1.335
O -0.469 2.838 3.438
H -0.227 1.987 3.025
O -0.726 1.880 0.386
H -0.686 1.114 -0.220
C -4.761 0.552 -0.275
O -4.046 1.431 0.225
N -4.226 -0.566 -0.834
C -5.076 -1.478 -1.571
C -2.759 -0.935 -0.954
H -5.857 0.639 -0.230
H -6.077 -1.115 -1.804
H -5.308 -2.253 -0.841
H -4.561 -1.807 -2.473
H -2.442 -1.813 -0.392
H -2.501 -1.277 -1.956
H -2.031 -0.149 -0.754
C 1.966 0.220 1.765
O 2.335 1.028 0.903
N 2.781 -0.115 2.817
C 4.129 0.330 2.980
C 2.328 -0.725 4.014
H 1.029 -0.342 1.633
H 4.574 0.981 2.227
H 4.836 -0.431 3.309
H 4.150 1.099 3.751
H 1.382 -1.246 3.869
H 3.109 -1.251 4.561
H 2.019 0.067 4.696
C 0.869 0.800 -2.213
O 1.524 1.699 -1.716
N 1.492 -0.278 -2.714
C 0.691 -1.303 -3.343
C 2.929 -0.503 -2.636
H -0.228 0.796 -2.306
H 1.142 -1.609 -4.288
H -0.354 -1.022 -3.475
H 0.552 -2.185 -2.719
H 3.404 0.101 -1.862
H 3.150 -1.558 -2.476
H 3.293 -0.208 -3.620
*
```



The ion C9H23NP with charge +1, computed with ωB97M-V with the def2-TZVPD basis set.

Output
**Frontier orbital gap**: 0.373 Eh
**SMILES**: C[NH+](C)C(C)(C)PC(C)(C)C
**Relative energy (zero: lowest compared OMol25 entry of this formula, charge and spin)**: 253.5 kJ/mol
**HOMO energy**: -12.773 eV

```
! wB97M-V def2-TZVPD RIJCOSX def2/J DEFGRID3
* xyz 1 1
C 2.804 0.553 -1.202
N 1.836 -0.410 -0.676
C 2.278 -1.696 -0.308
C 0.863 0.272 0.675
C 0.705 1.908 0.467
C 1.726 0.068 1.963
P -0.521 -0.976 0.691
C -2.030 -0.214 -0.163
C -2.511 1.105 0.336
C -1.807 -0.252 -1.660
C -3.230 -1.169 0.183
H 3.344 1.062 -0.423
H 3.540 0.090 -1.760
H 2.249 1.274 -1.776
H 1.202 -0.547 -1.531
H 2.993 -1.594 0.413
H 1.425 -2.357 0.149
H 2.681 -2.368 -1.091
H -0.120 2.318 1.077
H 0.316 2.119 -0.580
H 1.651 2.421 0.511
H 1.614 -0.938 2.316
H 2.728 0.390 1.935
H 1.212 0.616 2.809
H -1.092 -0.766 1.995
H -2.248 1.126 1.364
H -2.088 1.944 -0.098
H -3.571 1.049 0.021
H -1.659 -1.338 -1.978
H -0.992 0.467 -2.107
H -2.693 0.016 -2.081
H -3.121 -2.207 0.272
H -3.694 -0.788 1.035
H -3.789 -1.178 -0.779
*
```